The following is a DFT calculation (wB97M-V/def2-TZVPD) of 6 unconnected molecules or ions with the total composition C20H50N2O7 in a non-equilibrium geometry.

Values from the calculation:
Spin multiplicity: 1
Energy above the lowest of the compared OMol25 structures with the same formula, charge and spin: 28.3 kcal per mole
E_tot: -1428.03874 Ha
SMILES string: CC1(C)CCCC(C)(C)N1O.CC1(C)CCCC(C)(C)N1O.OCCO.O.O.O
HOMO-LUMO gap: 8.3991 eV

Cartesian coordinates (Å):
C: -4.01 2.12 -5.40
C: -3.45 0.91 -4.67
C: -2.30 0.30 -5.50
C: -2.82 1.45 -3.36
C: -3.89 1.58 -2.17
C: -4.54 0.18 -2.04
C: -5.42 -0.16 -3.28
C: -5.88 -1.61 -3.04
C: -6.54 0.84 -3.31
N: -4.50 -0.13 -4.47
O: -5.09 -0.53 -5.63
H: -4.45 1.95 -6.38
H: -4.76 2.68 -4.84
H: -3.27 2.93 -5.48
H: -1.88 -0.52 -4.92
H: -2.66 -0.24 -6.38
H: -1.55 1.07 -5.70
H: -2.03 0.77 -3.06
H: -2.29 2.39 -3.54
H: -3.36 1.85 -1.25
H: -4.66 2.35 -2.29
H: -5.18 0.16 -1.16
H: -3.76 -0.57 -1.92
H: -6.30 -2.08 -3.94
H: -6.63 -1.70 -2.26
H: -5.14 -2.37 -2.80
H: -6.15 1.76 -3.73
H: -7.08 1.08 -2.39
H: -7.31 0.50 -4.00
H: -5.84 0.03 -5.84
C: 4.60 3.10 -2.45
C: 5.05 3.92 -1.25
C: 5.83 5.09 -1.90
C: 3.93 4.45 -0.30
C: 3.31 3.43 0.71
C: 4.42 2.69 1.44
C: 5.53 2.07 0.56
C: 6.67 1.61 1.48
C: 5.01 0.77 -0.16
N: 6.00 3.17 -0.35
O: 7.22 2.90 -0.99
H: 5.38 2.43 -2.82
H: 3.77 2.46 -2.14
H: 4.24 3.65 -3.32
H: 5.03 5.63 -2.39
H: 6.34 5.68 -1.14
H: 6.50 4.69 -2.66
H: 4.25 5.35 0.21
H: 3.13 4.81 -0.95
H: 2.62 3.95 1.38
H: 2.66 2.77 0.15
H: 3.90 1.87 1.93
H: 4.98 3.19 2.23
H: 7.60 1.43 0.94
H: 6.41 0.66 1.93
H: 7.08 2.30 2.22
H: 5.75 -0.03 -0.23
H: 4.68 1.03 -1.16
H: 4.15 0.36 0.38
H: 7.93 3.45 -0.62
O: -2.43 -7.35 7.63
C: -1.12 -7.05 8.17
C: -1.11 -6.70 9.71
O: -1.38 -7.80 10.61
H: -2.46 -6.92 6.77
H: -0.43 -7.89 8.14
H: -0.56 -6.29 7.63
H: -1.78 -5.89 10.00
H: -0.10 -6.34 9.93
H: -0.64 -8.39 10.44
O: -0.72 -3.34 3.21
H: -0.29 -3.30 2.36
H: -1.32 -4.08 3.14
O: 1.37 -1.06 7.04
H: 2.20 -1.41 6.72
H: 0.70 -1.47 6.49
O: -3.68 -6.60 2.29
H: -3.00 -7.14 1.89
H: -4.48 -6.85 1.83

The computed Mulliken charges, all in e, follow: -1.790, 1.630, -1.885, -1.215, -0.647, -1.319, 1.520, -1.893, -1.533, 0.089, -0.433, 0.358, 0.384, 0.445, 0.479, 0.367, 0.366, 0.394, 0.443, 0.389, 0.354, 0.517, 0.382, 0.389, 0.405, 0.389, 0.347, 0.294, 0.431, 0.343, -1.952, 1.710, -1.992, -1.190, -0.688, -1.161, 1.555, -1.977, -1.542, 0.212, -0.516, 0.392, 0.417, 0.437, 0.475, 0.464, 0.400, 0.428, 0.403, 0.418, 0.309, 0.398, 0.369, 0.449, 0.410, 0.430, 0.409, 0.305, 0.299, 0.328, -0.499, -0.287, -0.471, -0.495, 0.312, 0.216, 0.316, 0.315, 0.294, 0.299, -0.641, 0.316, 0.323, -0.640, 0.315, 0.323, -0.629, 0.322, 0.311

The following is a DFT calculation (wB97M-V/def2-TZVPD) of 6 unconnected molecules or ions with the total composition C20H51BN3O8S in a non-equilibrium geometry.

Values from the calculation:
Spin multiplicity: 1
E_tot: -1981.94552 Ha
Charge: -1
HOMO-LUMO gap: 6.5367 eV

Cartesian coordinates (Å):
C: 1.44 -2.31 0.24
C: 1.58 -1.55 -1.09
C: 0.47 -0.51 -1.36
C: 1.03 0.90 -1.55
N: 1.81 1.37 -0.40
B: 1.07 2.35 0.51
O: 2.09 2.81 1.54
C: 1.78 2.35 2.78
N: 2.82 1.42 3.37
C: 3.49 0.79 2.56
O: 4.07 0.03 1.89
C: 0.36 1.68 2.69
N: -0.57 2.37 3.58
C: 0.35 0.17 3.07
S: -1.10 -0.73 2.45
C: -2.17 -0.71 3.93
C: -1.71 -1.70 5.01
O: 0.00 1.78 1.35
H: 1.76 -3.35 0.12
H: 2.08 -1.87 1.01
H: 0.41 -2.30 0.60
H: 1.53 -2.30 -1.89
H: 2.55 -1.07 -1.14
H: -0.25 -0.49 -0.53
H: -0.09 -0.80 -2.25
H: 0.21 1.58 -1.82
H: 1.69 0.86 -2.44
H: 2.60 1.88 -0.76
H: 0.66 3.38 -0.05
H: 1.77 3.20 3.46
H: -1.47 2.39 3.11
H: -0.29 3.34 3.68
H: 1.21 -0.32 2.62
H: 0.36 0.05 4.15
H: -2.21 0.31 4.31
H: -3.14 -1.01 3.54
H: -1.88 -2.71 4.65
H: -0.64 -1.59 5.19
H: -2.26 -1.54 5.94
C: -4.01 -1.87 -3.83
C: -2.74 -1.22 -3.32
O: -1.62 -2.11 -3.38
H: -4.24 -2.77 -3.25
H: -4.86 -1.19 -3.75
H: -3.91 -2.17 -4.87
H: -2.83 -0.94 -2.27
H: -2.52 -0.32 -3.89
H: -1.48 -2.36 -4.29
C: 5.87 -0.91 -2.60
C: 5.11 -1.64 -3.70
O: 3.71 -1.47 -3.57
H: 5.54 -1.26 -1.62
H: 6.95 -1.08 -2.70
H: 5.68 0.16 -2.65
H: 5.29 -2.71 -3.64
H: 5.44 -1.30 -4.69
H: 3.50 -0.53 -3.61
C: -0.05 6.28 -1.48
C: 0.16 5.34 -2.66
O: -0.94 4.45 -2.83
H: -0.19 5.70 -0.57
H: 0.80 6.94 -1.35
H: -0.94 6.89 -1.64
H: 1.04 4.72 -2.48
H: 0.32 5.90 -3.59
H: -1.72 4.99 -2.99
C: 5.07 -0.85 6.34
C: 3.98 -1.89 6.12
O: 2.70 -1.29 6.24
H: 4.97 -0.39 7.33
H: 6.07 -1.29 6.26
H: 4.97 -0.07 5.59
H: 4.03 -2.67 6.88
H: 4.10 -2.35 5.14
H: 2.65 -0.60 5.56
C: -9.40 -2.75 -4.03
C: -7.95 -2.50 -3.64
O: -7.17 -2.05 -4.74
H: -9.45 -3.48 -4.83
H: -9.97 -3.11 -3.18
H: -9.87 -1.82 -4.38
H: -7.48 -3.42 -3.30
H: -7.89 -1.77 -2.83
H: -7.54 -1.22 -5.06

The computed Mulliken charges, all in e, follow: -1.039, -0.067, 0.530, -1.128, 0.034, 0.289, -0.491, -0.026, -0.420, 0.735, -0.526, 0.820, -0.683, -0.481, -0.121, -0.463, -0.895, -0.545, 0.417, 0.018, 0.206, 0.389, -0.009, 0.209, -0.181, 0.232, 0.239, 0.126, -0.432, 0.323, 0.323, 0.303, -0.412, 0.374, 0.263, 0.386, 0.242, 0.217, 0.329, -0.994, -0.238, -0.492, 0.265, 0.308, 0.311, 0.279, 0.272, 0.249, -0.962, -0.288, -0.422, 0.205, 0.380, 0.298, 0.281, 0.258, 0.240, -0.976, -0.212, -0.491, 0.201, 0.281, 0.377, 0.178, 0.357, 0.269, -0.936, -0.242, -0.517, 0.258, 0.337, 0.255, 0.297, 0.261, 0.262, -1.082, -0.194, -0.492, 0.276, 0.335, 0.327, 0.288, 0.273, 0.277

The following is a DFT calculation (wB97M-V/def2-TZVPD) of a molecular structure, C20H52Cl2FN3O17P3V in a non-equilibrium geometry.

Values from the calculation:
Spin multiplicity: 1
E_tot: -5224.99666 Ha
HOMO-LUMO gap: 5.7472 eV

Cartesian coordinates (Å):
O: -0.97 0.68 -0.32
V: 0.61 0.53 -0.03
O: 0.69 0.74 1.58
F: 1.25 3.57 -1.11
C: -3.09 5.10 -0.83
C: -2.78 6.27 -1.73
O: -3.61 7.15 -2.02
N: -1.51 6.29 -2.17
C: -0.92 7.39 -2.96
H: -3.38 4.31 -1.51
H: -3.94 5.38 -0.21
H: -2.28 4.65 -0.25
H: -0.94 5.49 -1.92
H: -0.30 7.12 -3.81
H: -0.27 8.00 -2.33
H: -1.67 8.09 -3.34
C: 3.48 4.53 2.59
C: 2.32 5.11 3.37
O: 2.38 5.30 4.57
N: 1.29 5.43 2.61
C: 0.19 6.30 3.03
H: 4.33 5.15 2.89
H: 3.38 4.64 1.52
H: 3.54 3.47 2.83
H: 1.22 5.03 1.68
H: -0.64 5.58 2.97
H: -0.11 7.00 2.25
H: 0.26 6.69 4.04
C: -0.13 -0.02 -5.19
C: 0.85 -1.09 -4.81
O: 1.22 -1.17 -3.64
N: 1.31 -1.85 -5.83
C: 2.34 -2.84 -5.57
H: -0.05 0.95 -4.70
H: -1.13 -0.46 -5.15
H: 0.09 0.17 -6.24
H: 0.96 -1.81 -6.78
H: 2.77 -3.20 -6.51
H: 1.88 -3.73 -5.13
H: 3.13 -2.45 -4.92
C: 6.07 0.82 -3.26
O: 6.65 0.31 -2.11
P: 6.13 0.71 -0.67
O: 4.72 0.30 -0.28
O: 6.43 2.32 -0.55
C: 7.73 2.74 -0.87
O: 7.20 0.09 0.31
C: 6.96 0.23 1.69
H: 6.55 1.77 -3.50
H: 5.03 1.09 -3.04
H: 6.10 0.05 -4.03
H: 8.12 3.25 0.02
H: 7.64 3.52 -1.63
H: 8.40 2.03 -1.37
H: 7.63 1.02 2.03
H: 7.27 -0.71 2.16
H: 5.92 0.33 1.99
C: 2.96 -4.65 1.61
O: 1.64 -5.19 1.58
P: 0.53 -4.74 0.50
O: 0.51 -3.29 0.25
O: -0.90 -5.39 0.99
C: -2.10 -5.06 0.35
O: 0.91 -5.61 -0.85
C: 1.07 -7.02 -0.72
H: 3.65 -5.47 1.76
H: 3.01 -4.01 2.49
H: 3.32 -4.14 0.72
H: -2.00 -4.45 -0.55
H: -2.73 -4.57 1.09
H: -2.68 -5.92 -0.01
H: 2.10 -7.35 -0.56
H: 0.67 -7.51 -1.61
H: 0.61 -7.43 0.18
C: -6.51 -0.90 -0.94
O: -6.92 -1.87 0.06
P: -8.24 -2.83 -0.29
O: -8.05 -3.68 -1.49
O: -9.52 -1.79 -0.33
C: -10.01 -1.08 0.86
O: -8.51 -3.63 1.10
C: -9.70 -4.36 1.22
H: -7.33 -0.77 -1.65
H: -5.62 -1.22 -1.49
H: -6.28 0.04 -0.45
H: -11.06 -1.34 0.77
H: -9.89 -0.01 0.75
H: -9.61 -1.46 1.81
H: -10.37 -3.68 1.75
H: -9.46 -5.22 1.85
H: -10.05 -4.64 0.23
Cl: 1.39 -2.75 8.95
C: 1.72 -2.72 7.21
C: 1.09 -1.51 6.46
Cl: -0.67 -1.73 6.44
H: 1.25 -3.61 6.79
H: 2.79 -2.79 6.98
H: 1.40 -1.45 5.42
H: 1.27 -0.55 6.94

The computed Mulliken charges, all in e, follow: -0.540, 1.916, -0.566, -0.785, -1.013, 0.787, -0.680, -0.132, -0.861, 0.261, 0.304, 0.265, 0.163, 0.305, 0.288, 0.312, -0.884, 0.690, -0.676, -0.135, -0.888, 0.288, 0.299, 0.211, 0.190, 0.301, 0.287, 0.313, -1.057, 0.639, -0.610, -0.167, -0.799, 0.313, 0.268, 0.337, 0.229, 0.333, 0.276, 0.233, -0.666, -0.335, 0.964, -0.434, -0.225, -0.859, -0.388, -0.713, 0.245, 0.348, 0.237, 0.302, 0.310, 0.362, 0.267, 0.246, 0.311, -0.683, -0.336, 0.805, -0.383, -0.334, -0.684, -0.228, -0.723, 0.288, 0.244, 0.327, 0.300, 0.265, 0.284, 0.264, 0.274, 0.331, -0.628, -0.339, 1.098, -0.667, -0.325, -0.662, -0.315, -0.654, 0.313, 0.249, 0.251, 0.262, 0.259, 0.335, 0.246, 0.230, 0.348, -0.173, -0.412, -0.376, -0.187, 0.279, 0.314, 0.239, 0.317

Question: Which formula does entry 3 have?
Answer: C20H52Cl2FN3O17P3V